{"formula": "C15H45BN9O4P2S", "method": "ωB97M-V/def2-TZVPD", "homo_ha": -0.377, "total_charge": 1, "e_lumo_ev": -3.378, "mol_weight_da": 520.4, "total_energy_ha": -2497.93955, "orbital_gap_ha": 0.253, "symbols": ["O", "B", "O", "N", "C", "N", "C", "C", "N", "S", "H", "H", "H", "H", "H", "H", "H", "H", "H", "O", "P", "N", "C", "C", "N", "C", "C", "N", "C", "C", "H", "H", "H", "H", "H", "H", "H", "H", "H", "H", "H", "H", "H", "H", "H", "H", "H", "H", "O", "P", "N", "C", "C", "N", "C", "C", "N", "C", "C", "H", "H", "H", "H", "H", "H", "H", "H", "H", "H", "H", "H", "H", "H", "H", "H", "H", "H"], "positions_angstrom": [[5.971, 2.109, 4.668], [4.686, 2.169, 5.036], [4.288, 2.833, 6.151], [3.642, 1.445, 4.172], [2.726, 2.027, 3.460], [2.446, 3.325, 3.316], [0.960, 3.450, 3.360], [0.552, 1.976, 3.141], [1.792, 1.263, 2.716], [2.022, 1.583, 0.984], [6.132, 1.466, 3.965], [3.907, 3.708, 6.019], [3.646, 0.433, 4.096], [3.002, 4.033, 3.774], [0.617, 3.864, 4.303], [0.635, 4.069, 2.526], [0.270, 1.514, 4.092], [-0.302, 1.801, 2.490], [3.159, 2.289, 0.869], [2.998, -3.094, -1.150], [1.792, -3.884, -0.834], [0.722, -3.623, -2.116], [-0.674, -4.027, -2.128], [1.301, -3.715, -3.455], [1.201, -3.110, 0.579], [-0.180, -2.685, 0.715], [2.107, -2.149, 1.188], [1.305, -5.437, -0.356], [1.705, -5.855, 1.004], [1.806, -6.468, -1.298], [-0.814, -5.105, -2.277], [-1.173, -3.514, -2.953], [-1.197, -3.738, -1.226], [1.363, -4.750, -3.817], [2.302, -3.290, -3.467], [0.693, -3.149, -4.162], [-0.467, -1.923, -0.021], [-0.334, -2.266, 1.712], [-0.861, -3.533, 0.645], [2.086, -1.188, 0.666], [3.130, -2.516, 1.189], [1.823, -1.983, 2.233], [2.781, -5.761, 1.178], [1.425, -6.900, 1.139], [1.177, -5.277, 1.755], [2.899, -6.503, -1.336], [1.434, -6.279, -2.305], [1.439, -7.447, -0.997], [-1.610, 1.521, -0.170], [-2.530, 2.145, -1.144], [-1.939, 1.708, -2.663], [-2.395, 2.267, -3.926], [-1.573, 0.301, -2.824], [-2.264, 3.822, -0.886], [-1.980, 4.741, -1.974], [-1.499, 4.167, 0.302], [-4.177, 2.316, -1.497], [-4.974, 3.104, -0.532], [-4.835, 0.992, -1.634], [-3.377, 1.890, -4.238], [-1.676, 1.995, -4.701], [-2.435, 3.348, -3.912], [-2.437, -0.334, -3.061], [-1.109, -0.082, -1.917], [-0.847, 0.196, -3.632], [-1.044, 4.504, -2.496], [-1.902, 5.756, -1.581], [-2.800, 4.766, -2.691], [-0.415, 4.043, 0.154], [-1.798, 3.553, 1.149], [-1.697, 5.209, 0.564], [-4.877, 2.741, 0.496], [-6.022, 3.044, -0.821], [-4.689, 4.151, -0.561], [-4.795, 0.409, -0.709], [-4.364, 0.412, -2.427], [-5.878, 1.131, -1.910]], "forces_ev_per_angstrom": [[-0.2, -0.6, 0.0], [0.0, 0.1, 0.2], [-0.1, 0.3, -0.6], [0.7, 0.3, 0.0], [-0.3, -0.4, -0.8], [0.0, 0.3, 1.6], [0.0, -0.1, -1.4], [-0.5, -0.4, 0.9], [0.0, 0.7, 0.3], [-0.5, -0.7, -1.0], [0.3, 0.2, -0.1], [0.0, -0.1, 0.4], [0.0, 0.0, -0.2], [0.0, 0.0, 0.0], [0.1, -0.1, 0.1], [0.0, 0.1, 0.1], [0.1, 0.1, 0.1], [0.3, 0.2, -0.5], [0.1, 0.1, 0.7], [1.4, -1.8, -0.3], [-3.5, 2.5, 1.1], [0.3, -0.2, -0.2], [-0.1, -0.3, 0.0], [0.2, 0.3, -0.1], [0.1, 0.1, 0.0], [-0.1, -0.3, 0.1], [0.1, 0.1, -0.1], [2.2, -0.6, -0.3], [-0.2, 0.0, 0.2], [-0.4, 0.0, -0.3], [0.0, 0.0, 0.0], [0.1, 0.0, 0.0], [0.1, -0.1, 0.0], [-0.1, 0.0, 0.0], [0.0, 0.0, 0.1], [-0.1, 0.0, 0.0], [0.0, 0.0, 0.0], [0.1, 0.1, 0.0], [0.0, 0.0, 0.0], [0.1, 0.0, 0.1], [0.0, 0.0, -0.1], [-0.2, -0.1, 0.0], [0.0, -0.1, 0.0], [0.0, 0.0, -0.1], [0.0, 0.1, -0.1], [0.0, -0.1, 0.1], [0.0, 0.1, 0.0], [0.0, 0.0, 0.0], [-1.4, -1.5, 1.1], [1.9, 3.5, -2.4], [-0.1, -0.5, 0.1], [-0.3, -0.1, -0.2], [0.3, -0.1, 0.2], [0.2, -0.1, 0.1], [-0.3, 0.1, -0.1], [0.1, -0.1, 0.0], [-0.4, -1.5, 1.7], [0.0, 0.3, -0.1], [0.1, -0.1, -0.5], [0.0, 0.0, 0.0], [0.0, -0.1, 0.0], [-0.1, 0.0, 0.1], [0.0, 0.0, -0.1], [0.0, 0.1, 0.0], [0.0, 0.1, 0.0], [0.0, 0.0, 0.0], [0.1, 0.0, 0.1], [0.0, 0.0, 0.0], [0.0, 0.0, 0.1], [0.0, 0.0, 0.0], [0.0, 0.0, -0.1], [-0.1, 0.0, 0.0], [0.0, -0.1, 0.0], [0.1, 0.0, 0.0], [-0.1, 0.0, 0.0], [0.1, 0.0, 0.0], [0.0, 0.1, 0.0]]}